No. 1
# C54H45N9O18

A cluster of 9 separate species, C54H45N9O18 in total at a distorted geometry (ωB97M-V/def2-TZVPD, OMol25).

Values from the calculation:
SMILES: O=[N+]([O-])c1ccccc1.O=[N+]([O-])c1ccccc1.O=[N+]([O-])c1ccccc1.O=[N+]([O-])c1ccccc1.O=[N+]([O-])c1ccccc1.O=[N+]([O-])c1ccccc1.O=[N+]([O-])c1ccccc1.O=[N+]([O-])c1ccccc1.O=[N+]([O-])c1ccccc1
Relative energy (zero: lowest compared OMol25 entry of this formula, charge and spin): 3361.8 kJ/mol
DFT total energy: -106934.6693 eV
Charge: 0
Orbital gap: 0.2750 hartree

Last column: Mulliken charge in e.
Positions of all 126 atoms, in Å:
O: -3.467 -2.059 -7.477  -0.554
N: -2.787 -1.031 -7.443  0.998
O: -2.154 -0.514 -8.381  -0.573
C: -2.480 -0.374 -6.134  0.118
C: -2.037 1.130 -5.995  -0.936
C: -1.796 1.787 -4.571  -0.468
C: -2.095 0.833 -3.429  0.120
C: -2.366 -0.433 -3.542  -0.392
C: -2.710 -1.163 -4.845  -0.795
H: -1.849 1.664 -6.824  0.639
H: -1.571 2.818 -4.375  0.693
H: -1.959 1.361 -2.367  -0.113
H: -2.550 -1.064 -2.709  0.495
H: -2.885 -2.204 -4.788  0.764
O: 4.490 2.781 3.109  -0.578
N: 4.537 1.501 2.864  0.933
O: 3.615 0.742 3.117  -0.474
C: 5.627 1.069 1.956  0.067
C: 5.709 -0.473 1.597  -0.208
C: 6.781 -0.999 0.694  -0.415
C: 7.844 0.134 0.118  -0.412
C: 7.921 1.426 0.634  -0.585
C: 6.758 2.050 1.386  -0.593
H: 4.858 -1.110 1.798  0.517
H: 6.655 -2.167 0.324  0.252
H: 8.691 -0.155 -0.459  0.401
H: 8.611 2.104 0.434  0.484
H: 6.580 2.993 1.505  0.628
O: -1.958 -2.109 2.888  -0.538
N: -1.958 -2.158 4.188  0.941
O: -2.814 -2.922 4.691  -0.576
C: -1.038 -1.377 4.941  0.008
C: -0.071 -0.375 4.230  0.289
C: 0.744 0.670 5.058  -0.270
C: 0.694 0.550 6.595  -0.868
C: 0.062 -0.569 7.193  -0.798
C: -0.892 -1.507 6.477  -0.454
H: -0.117 -0.354 3.065  0.082
H: 1.298 1.603 4.604  0.412
H: 1.192 1.244 7.143  0.637
H: 0.215 -0.604 8.208  0.466
H: -1.481 -2.213 7.033  0.577
O: 3.628 -0.120 -7.866  -0.529
N: 3.970 0.841 -7.015  0.808
O: 4.992 1.568 -7.160  -0.548
C: 3.267 1.006 -5.736  -0.235
C: 1.971 0.122 -5.398  -0.515
C: 1.229 0.253 -4.067  -0.366
C: 1.930 1.188 -3.053  -0.500
C: 3.084 1.996 -3.333  -0.392
C: 3.744 1.917 -4.595  -0.245
H: 1.650 -0.600 -6.078  0.732
H: 0.503 -0.498 -3.958  0.641
H: 1.534 1.061 -2.074  0.473
H: 3.489 2.544 -2.433  0.381
H: 4.793 2.393 -5.023  0.249
O: -3.969 0.726 7.498  -0.595
N: -3.645 1.049 6.364  1.099
O: -3.797 0.511 5.322  -0.579
C: -2.826 2.367 6.242  0.147
C: -2.531 3.240 7.454  -0.536
C: -1.566 4.353 7.425  -0.250
C: -0.966 4.756 6.061  -0.672
C: -1.119 3.872 4.957  -0.628
C: -2.151 2.747 4.975  -0.613
H: -3.075 3.132 8.395  0.383
H: -1.386 4.638 8.611  0.208
H: -0.346 5.644 6.018  0.389
H: -0.592 3.980 4.165  0.936
H: -2.240 2.046 4.244  0.715
O: -2.210 3.825 -0.630  -0.436
N: -2.206 4.605 -1.589  0.875
O: -1.302 4.718 -2.394  -0.558
C: -3.498 5.291 -1.987  0.231
C: -4.655 5.525 -1.001  -0.253
C: -5.938 6.268 -1.304  -0.546
C: -6.198 6.540 -2.822  -0.461
C: -5.264 6.140 -3.805  -0.394
C: -3.921 5.505 -3.502  -0.294
H: -4.494 5.037 0.091  0.225
H: -6.542 6.599 -0.590  0.537
H: -6.812 7.308 -3.191  0.353
H: -5.346 6.362 -4.832  0.386
H: -3.435 5.048 -4.330  0.348
O: 0.139 -4.973 6.154  -0.511
N: -0.054 -6.100 5.419  0.772
O: -1.029 -6.819 5.655  -0.486
C: 0.613 -6.018 4.117  -0.110
C: 0.139 -6.996 3.031  -0.324
C: 0.779 -6.989 1.790  -0.599
C: 1.444 -5.636 1.261  0.165
C: 1.803 -4.688 2.068  -0.104
C: 1.292 -4.775 3.631  0.002
H: -0.468 -7.863 3.315  0.380
H: 0.443 -7.863 1.023  0.222
H: 2.063 -5.587 0.216  0.181
H: 2.252 -3.760 1.606  0.175
H: 1.245 -3.798 4.371  0.246
O: 0.480 3.475 1.451  -0.647
N: 1.383 2.693 0.981  1.151
O: 2.471 3.007 0.682  -0.646
C: 0.960 1.378 0.817  0.121
C: 1.979 0.320 0.355  -0.808
C: 1.481 -1.115 0.043  -2.330
C: -0.041 -1.425 0.219  -1.596
C: -1.012 -0.510 0.381  -0.261
C: -0.542 1.000 0.876  -0.356
H: 2.990 0.536 0.187  1.185
H: 1.996 -1.785 -0.230  1.990
H: -0.410 -2.262 0.133  1.776
H: -2.110 -0.868 0.205  0.346
H: -1.440 1.858 1.104  0.151
O: -0.479 -4.682 -1.242  -0.570
N: 0.023 -4.207 -2.282  1.070
O: 1.161 -3.707 -2.311  -0.610
C: -0.636 -4.138 -3.596  -0.026
C: -0.136 -3.487 -4.866  -0.198
C: -0.873 -3.810 -6.181  -0.907
C: -2.182 -4.601 -6.108  -0.462
C: -2.650 -5.029 -4.875  -0.404
C: -2.014 -4.774 -3.556  -0.208
H: 0.895 -3.055 -4.976  0.573
H: -0.525 -3.444 -7.039  0.692
H: -2.715 -4.826 -6.955  0.496
H: -3.703 -5.436 -4.719  0.263
H: -2.605 -5.246 -2.664  0.310



No. 2
# C5H10S

A cluster of 2 separate species, C5H10S in total at a distorted geometry (ωB97M-V/def2-TZVPD, OMol25).

Values from the calculation:
SMILES: C#CC.CCS
Relative energy (zero: lowest compared OMol25 entry of this formula, charge and spin): 194.0 kJ/mol
DFT total energy: -16180.4666 eV
Charge: 0
Orbital gap: 0.3627 hartree

Last column: natural (NBO) charge in e.
Positions of all 16 atoms, in Å:
C: 0.968 -1.798 0.990  -0.290
C: 1.368 -1.379 -0.078  0.017
C: 1.849 -0.875 -1.362  -0.711
H: 0.613 -2.170 1.937  0.245
H: 2.599 -0.081 -1.205  0.239
H: 1.013 -0.457 -1.947  0.254
H: 2.314 -1.689 -1.943  0.243
C: -1.345 1.184 1.321  -0.618
C: -0.928 1.285 -0.140  -0.512
S: -1.765 0.083 -1.220  -0.063
H: -2.436 1.317 1.420  0.213
H: -0.840 1.964 1.915  0.211
H: -1.073 0.197 1.731  0.211
H: -1.211 2.269 -0.560  0.219
H: 0.167 1.172 -0.253  0.210
H: -1.293 -1.022 -0.606  0.132



No. 3
# NO4S2

A cluster of 2 separate species, NO4S2 in total at a distorted geometry (ωB97M-V/def2-TZVPD, OMol25).

Values from the calculation:
Relative energy (zero: lowest compared OMol25 entry of this formula, charge and spin): 320.4 kJ/mol
DFT total energy: -31348.1350 eV
Charge: -1
Orbital gap: 0.2278 hartree

Last column: natural (NBO) charge in e.
Positions of all 7 atoms, in Å:
N: 0.872 0.228 1.683  0.720
O: 2.056 0.324 1.961  -0.519
O: -0.295 0.326 -3.018  -0.850
O: -0.003 0.286 2.531  -0.529
O: 0.488 0.065 0.464  -0.648
S: -2.033 -1.434 -1.839  -0.330
S: -1.085 0.205 -1.782  1.155



No. 4
# C2H2N2O

A structure of composition C2H2N2O at a distorted geometry (ωB97M-V/def2-TZVPD, OMol25).

Values from the calculation:
Relative energy (zero: lowest compared OMol25 entry of this formula, charge and spin): 536.5 kJ/mol
DFT total energy: -7128.2835 eV
Charge: 0
Orbital gap: 0.3462 hartree

Last column: natural (NBO) charge in e.
Positions of all 7 atoms, in Å:
C: 1.266 2.078 -1.271  0.209
C: -0.103 0.005 -0.244  -0.189
N: 1.779 3.073 -1.056  -0.392
N: 0.079 0.553 -1.371  0.215
O: -0.362 0.471 -2.485  -0.309
H: -0.904 -0.833 0.034  0.249
H: 0.380 0.444 0.527  0.218



No. 5
# C18H18F2N2O7S

An isolated molecule of C18H18F2N2O7S at a distorted geometry (ωB97M-V/def2-TZVPD, OMol25).

Values from the calculation:
SMILES: COc1cc(/C=C/C(=O)OCC(=O)NCCN2C(=O)CSC2=O)ccc1OC(F)F
Relative energy (zero: lowest compared OMol25 entry of this formula, charge and spin): 0.0 kJ/mol
DFT total energy: -52542.3910 eV
Charge: 0
Orbital gap: 0.3067 hartree

Last column: natural (NBO) charge in e.
Positions of all 48 atoms, in Å:
C: -4.763 -2.851 -1.558  -0.254
O: -5.190 -1.599 -1.075  -0.492
C: -4.304 -0.833 -0.394  0.345
C: -2.996 -1.183 -0.110  -0.282
C: -2.155 -0.323 0.605  -0.088
C: -0.780 -0.656 0.911  -0.081
C: -0.080 -1.698 0.441  -0.307
C: 1.331 -1.906 0.751  0.789
O: 2.036 -2.729 0.203  -0.638
O: 1.787 -1.096 1.723  -0.503
C: 3.145 -1.242 2.120  -0.162
C: 4.083 -0.471 1.181  0.654
O: 4.576 0.594 1.497  -0.645
N: 4.297 -1.087 0.005  -0.624
C: 5.056 -0.455 -1.048  -0.239
C: 4.161 0.419 -1.941  -0.233
N: 3.464 1.388 -1.115  -0.498
C: 4.133 2.475 -0.595  0.724
O: 5.228 2.815 -0.946  -0.562
C: 3.292 3.168 0.448  -0.636
S: 1.678 2.352 0.473  0.237
C: 2.183 1.128 -0.694  0.553
O: 1.496 0.223 -1.079  -0.600
C: -2.659 0.903 1.034  -0.177
C: -3.963 1.273 0.755  -0.259
C: -4.785 0.417 0.049  0.233
O: -6.115 0.677 -0.287  -0.483
C: -6.703 1.814 0.082  0.794
F: -6.093 2.924 -0.410  -0.348
F: -6.725 2.000 1.429  -0.348
H: -4.468 -3.518 -0.741  0.178
H: -3.933 -2.748 -2.264  0.179
H: -5.624 -3.273 -2.073  0.205
H: -2.613 -2.135 -0.434  0.219
H: -0.274 0.040 1.567  0.221
H: -0.481 -2.415 -0.258  0.217
H: 3.208 -0.809 3.119  0.220
H: 3.420 -2.302 2.135  0.209
H: 3.730 -1.901 -0.218  0.440
H: 5.812 0.179 -0.576  0.237
H: 5.543 -1.222 -1.652  0.212
H: 3.404 -0.184 -2.447  0.233
H: 4.773 0.960 -2.666  0.232
H: 3.182 4.230 0.233  0.254
H: 3.775 3.041 1.419  0.278
H: -2.023 1.581 1.581  0.216
H: -4.322 2.230 1.096  0.242
H: -7.743 1.807 -0.279  0.136



No. 6
# C14H16

A cluster of 2 separate species, C14H16 in total at a distorted geometry (ωB97M-V/def2-TZVPD, OMol25).

Values from the calculation:
Relative energy (zero: lowest compared OMol25 entry of this formula, charge and spin): 87.2 kJ/mol
DFT total energy: -14775.4565 eV
Charge: -1
Spin multiplicity: 2
Orbital gap (spin up / spin down): 0.0990 / 0.2729 hartree

Last column: natural (NBO) charge in e.
Positions of all 30 atoms, in Å:
C: -3.201 -1.273 -0.139  -0.633
C: -1.234 -2.023 -1.479  -0.237
C: -2.011 -0.976 -1.008  -0.124
C: -0.156 -1.818 -2.371  -0.379
C: -1.555 0.359 -1.140  -0.388
C: 0.074 -0.458 -2.766  -0.335
C: -0.592 0.540 -2.114  -0.206
H: -1.416 -3.060 -1.202  0.174
H: 0.282 -2.717 -2.777  0.181
H: -3.194 -2.052 0.650  0.184
H: -4.074 -1.574 -0.733  0.193
H: -2.105 1.153 -0.665  0.184
H: 0.748 -0.341 -3.610  0.181
H: -0.315 1.537 -2.471  0.173
H: -3.535 -0.429 0.480  0.186
C: -0.783 1.870 2.100  -0.696
C: 2.958 -0.025 1.099  -0.247
C: 1.903 -0.754 1.664  -0.205
C: 2.785 1.339 0.936  -0.204
C: 0.693 -0.143 1.956  -0.239
C: 1.561 1.965 1.151  -0.243
C: 0.512 1.216 1.668  0.015
H: 3.805 -0.583 0.726  0.204
H: 2.066 -1.797 1.903  0.199
H: 3.697 1.900 0.752  0.193
H: -0.133 -0.716 2.352  0.210
H: 1.429 2.975 0.794  0.206
H: -1.499 1.259 2.661  0.210
H: -1.350 1.936 1.162  0.237
H: -0.730 2.822 2.626  0.203



relative energy (zero: lowest compared OMol25 entry of this formula, charge and spin) of number 3 (NO4S2)?
320.4 kJ/mol